Record 1
The following is a DFT calculation (ωB97M-V/def2-TZVPD) of a structure of composition C61H48ClEuFGeN2P3 at a distorted geometry.

Calculated values
* largest force on an atom: 0.065 Eh/bohr
* E_HOMO (spin up / spin down): -9.161 / -9.195 eV
* net charge: +1
* multiplicity: 8
* ⟨S²⟩: 15.76
* gap between HOMO and LUMO (spin up / spin down): 6.16 / 6.20 eV

Cartesian coordinates (Å):
1 Eu -1.320 0.709 -0.698
2 F 0.782 -4.098 1.153
3 Ge 0.517 -2.300 1.152
4 C -1.001 -2.598 -0.045
5 C -1.979 -3.246 0.766
6 C -3.204 -3.589 0.239
7 C -3.487 -3.197 -1.079
8 C -2.476 -2.877 -1.995
9 C -1.260 -2.456 -1.468
10 P 0.047 -1.824 -2.457
11 C 0.970 -3.445 -2.602
12 C 2.138 -3.347 -3.349
13 C 2.954 -4.412 -3.701
14 C 2.690 -5.594 -3.052
15 C 1.515 -5.791 -2.338
16 C 0.656 -4.697 -2.064
17 C -0.612 -1.469 -4.083
18 C -1.704 -0.598 -4.229
19 C -2.421 -0.580 -5.414
20 C -1.946 -1.321 -6.518
21 C -0.800 -2.159 -6.429
22 C -0.109 -2.103 -5.190
23 C 2.269 -1.475 1.028
24 C 3.219 -2.510 1.181
25 C 4.456 -2.159 1.739
26 C 4.723 -0.862 2.167
27 C 3.776 0.182 1.965
28 C 2.615 -0.075 1.216
29 P 1.839 1.102 0.091
30 C 2.166 2.739 0.771
31 C 3.504 3.151 0.728
32 C 3.842 4.464 0.921
33 C 2.879 5.456 1.243
34 C 1.535 5.028 1.220
35 C 1.195 3.728 0.906
36 C 2.866 0.959 -1.364
37 C 3.631 -0.198 -1.739
38 C 4.416 -0.164 -2.858
39 C 4.549 0.975 -3.642
40 C 3.725 2.043 -3.358
41 C 3.044 2.063 -2.129
42 C 0.153 -2.031 3.001
43 C 0.876 -2.907 3.852
44 C 0.751 -2.781 5.188
45 C -0.132 -1.857 5.762
46 C -0.824 -1.014 4.945
47 C -0.674 -1.060 3.517
48 P -1.513 0.151 2.502
49 C -3.182 -0.265 3.060
50 C -3.931 -1.043 2.176
51 C -5.195 -1.583 2.522
52 C -5.710 -1.281 3.752
53 C -5.033 -0.508 4.635
54 C -3.774 0.057 4.280
55 C -1.252 1.711 3.410
56 C -2.344 2.624 3.445
57 C -2.199 3.797 4.116
58 C -1.030 3.955 4.998
59 C 0.041 3.119 4.913
60 C -0.054 2.010 4.035
61 H -1.702 -3.665 1.718
62 H -3.942 -4.105 0.846
63 H -4.477 -3.452 -1.353
64 H -2.661 -2.984 -3.055
65 H 2.422 -2.337 -3.670
66 H 3.772 -4.251 -4.439
67 H 3.530 -6.285 -3.039
68 H 1.312 -6.748 -1.837
69 H -0.176 -4.864 -1.362
70 H -2.139 -0.056 -3.368
71 H -3.259 0.071 -5.531
72 H -2.557 -1.210 -7.412
73 H -0.363 -2.853 -7.190
74 H 0.943 -2.457 -5.186
75 H 3.010 -3.500 0.859
76 H 5.175 -2.934 1.907
77 H 5.651 -0.685 2.667
78 H 3.797 1.211 2.346
79 H 4.273 2.434 0.592
80 H 4.881 4.739 0.825
81 H 3.034 6.509 1.471
82 H 0.747 5.724 1.430
83 H 0.125 3.422 0.971
84 H 3.604 -1.149 -1.179
85 H 5.181 -0.967 -3.030
86 H 5.275 0.981 -4.503
87 H 3.762 2.973 -3.925
88 H 2.543 3.021 -1.878
89 H 1.485 -3.670 3.370
90 H 1.230 -3.431 5.875
91 H -0.168 -1.807 6.850
92 H -1.544 -0.379 5.388
93 H -3.479 -1.213 1.187
94 H -5.681 -2.303 1.890
95 H -6.703 -1.700 4.011
96 H -5.428 -0.309 5.620
97 H -3.188 0.593 5.038
98 H -3.252 2.322 2.866
99 H -2.921 4.582 4.009
100 H -1.062 4.844 5.585
101 H 0.951 3.364 5.440
102 H 0.686 1.244 3.864
103 Cl -5.053 1.988 -0.346
104 C -3.926 0.769 -0.919
105 H -4.255 0.615 -1.933
106 H -4.144 -0.148 -0.357
107 N 1.152 4.945 -5.479
108 C 0.602 4.598 -4.515
109 C -0.167 4.392 -3.358
110 C -0.851 5.522 -2.781
111 C -1.763 5.295 -1.746
112 C -1.988 4.021 -1.260
113 N -1.243 2.951 -1.711
114 C -0.427 3.141 -2.799
115 H -0.744 6.542 -3.208
116 H -2.545 6.051 -1.474
117 H -2.590 3.749 -0.401
118 H 0.081 2.288 -3.178

=====

Record 2
The following is a DFT calculation (ωB97M-V/def2-TZVPD) of a structure of composition C61H52N5NaO7P3S at a distorted geometry.

Calculated values
* largest force on an atom: 0.021 Eh/bohr
* E_HOMO: -9.658 eV
* net charge: +1
* gap between HOMO and LUMO: 7.15 eV
* energy relative to the best compared isomer or geometry (same formula, charge and spin): 1.175 eV

Cartesian coordinates (Å):
1 Na -0.155 0.245 -0.196
2 O 1.797 -0.090 0.466
3 S 1.419 -1.289 1.319
4 C 2.814 -2.364 1.122
5 C 3.850 -2.357 2.019
6 C 4.971 -3.211 1.897
7 C 5.002 -4.075 0.849
8 C 6.023 -5.125 0.469
9 C 5.486 -5.743 -0.850
10 C 4.187 -5.012 -1.115
11 C 3.288 -5.129 -2.132
12 C 2.183 -4.254 -2.140
13 C 1.923 -3.312 -1.168
14 P 0.507 -2.158 -1.496
15 C 0.988 -1.464 -3.121
16 C 1.892 -0.396 -3.041
17 C 2.318 0.257 -4.190
18 C 1.831 -0.133 -5.434
19 C 0.934 -1.190 -5.519
20 C 0.519 -1.859 -4.369
21 C -0.893 -3.287 -1.829
22 C -2.015 -2.804 -2.509
23 C -3.153 -3.581 -2.656
24 C -3.206 -4.853 -2.095
25 C -2.114 -5.332 -1.388
26 C -0.965 -4.555 -1.257
27 C 2.834 -3.212 -0.052
28 C 3.954 -4.061 -0.101
29 C 1.510 -0.785 3.014
30 C 1.405 -1.859 3.860
31 C 1.607 -1.766 5.250
32 C 1.956 -0.547 5.744
33 C 2.322 -0.142 7.155
34 C 2.579 1.386 7.072
35 C 2.320 1.740 5.624
36 C 2.336 2.940 4.989
37 C 1.932 2.972 3.635
38 C 1.581 1.873 2.883
39 P 0.803 2.257 1.239
40 C -0.190 3.750 1.653
41 C -1.225 3.576 2.582
42 C -2.107 4.608 2.864
43 C -1.984 5.833 2.210
44 C -0.975 6.010 1.278
45 C -0.083 4.974 1.000
46 C 2.196 2.918 0.232
47 C 1.911 3.244 -1.099
48 C 2.894 3.692 -1.969
49 C 4.206 3.803 -1.523
50 C 4.511 3.463 -0.213
51 C 3.515 3.027 0.656
52 C 1.691 0.564 3.507
53 C 1.988 0.579 4.888
54 H 3.808 -1.687 2.867
55 H 5.760 -3.172 2.638
56 H 6.121 -5.871 1.258
57 H 7.009 -4.679 0.336
58 H 5.322 -6.818 -0.764
59 H 6.184 -5.598 -1.675
60 H 3.416 -5.847 -2.933
61 H 1.498 -4.320 -2.979
62 H 2.267 -0.074 -2.072
63 H 3.027 1.073 -4.113
64 H 2.155 0.378 -6.332
65 H 0.563 -1.506 -6.486
66 H -0.171 -2.692 -4.453
67 H -2.005 -1.796 -2.912
68 H -4.011 -3.195 -3.193
69 H -4.098 -5.457 -2.199
70 H -2.153 -6.313 -0.931
71 H -0.125 -4.950 -0.701
72 H 1.214 -2.838 3.431
73 H 1.522 -2.646 5.874
74 H 3.206 -0.684 7.492
75 H 1.520 -0.387 7.852
76 H 3.599 1.641 7.359
77 H 1.917 1.945 7.734
78 H 2.589 3.861 5.501
79 H 1.850 3.951 3.172
80 H -1.341 2.622 3.088
81 H -2.893 4.458 3.594
82 H -2.666 6.643 2.437
83 H -0.866 6.961 0.770
84 H 0.714 5.142 0.285
85 H 0.892 3.147 -1.459
86 H 2.643 3.950 -2.991
87 H 4.984 4.147 -2.192
88 H 5.532 3.535 0.140
89 H 3.777 2.754 1.672
90 C -3.880 3.654 -3.775
91 N -3.922 2.130 -3.556
92 C -3.003 1.468 -4.600
93 N -1.696 2.010 -4.533
94 C -1.728 3.458 -4.727
95 N -2.547 4.140 -3.724
96 C -1.961 4.039 -2.369
97 P -1.788 2.304 -1.737
98 C -3.506 1.762 -2.148
99 C -0.995 1.633 -3.292
100 H -4.502 4.091 -2.996
101 H -4.326 3.822 -4.754
102 H -4.874 1.799 -3.712
103 H -3.467 1.668 -5.565
104 H -3.014 0.401 -4.385
105 H -2.138 3.670 -5.716
106 H -0.712 3.842 -4.680
107 H -2.567 4.617 -1.668
108 H -0.976 4.510 -2.381
109 H -4.218 2.229 -1.465
110 H -3.572 0.680 -2.026
111 H -0.933 0.543 -3.244
112 H 0.032 1.995 -3.355
113 O -1.322 -0.164 1.562
114 C -2.235 -0.425 0.746
115 O -2.164 -0.319 -0.518
116 C -3.553 -0.903 1.297
117 C -4.024 -0.337 2.473
118 C -5.220 -0.785 2.988
119 C -5.961 -1.792 2.413
120 C -5.460 -2.312 1.241
121 C -4.282 -1.894 0.656
122 N -6.253 -3.373 0.564
123 O -6.073 -3.523 -0.626
124 O -7.046 -3.991 1.233
125 N -5.735 -0.152 4.233
126 O -5.138 0.820 4.644
127 O -6.628 -0.720 4.817
128 H -3.464 0.435 2.980
129 H -6.880 -2.148 2.853
130 H -3.943 -2.328 -0.277